C31H17Cl88N4O5S | ωB97M-V/def2-TZVPD

Positions of all 146 atoms, in Å:
C: -2.78 2.08 -0.35
N: -1.46 1.68 -0.90
C: -1.10 0.43 -0.91
N: -1.79 -0.64 -0.46
C: -1.05 -1.76 -0.70
C: -1.35 -3.20 -0.38
C: -0.10 -3.98 0.04
O: 0.93 -3.79 -0.41
O: -0.20 -4.97 0.94
N: 0.02 -1.30 -1.29
N: 0.09 -0.01 -1.44
C: 1.19 0.75 -2.03
C: 2.60 0.18 -1.64
C: 3.40 1.10 -0.68
C: 2.87 1.15 0.78
S: 2.38 -0.46 1.45
O: 0.95 -0.58 1.34
O: 3.13 -1.55 0.93
O: 2.72 -0.36 3.04
H: -2.76 1.94 0.74
H: -3.02 3.12 -0.65
H: -3.55 1.45 -0.82
H: -0.90 2.42 -1.28
H: -2.01 -3.19 0.50
H: -1.89 -3.74 -1.17
H: 0.63 -5.00 1.42
H: 0.74 -1.93 -1.61
H: 1.09 0.57 -3.13
H: 1.09 1.83 -1.88
H: 2.50 -0.86 -1.31
H: 3.18 0.14 -2.59
H: 3.31 2.13 -1.08
H: 4.48 0.87 -0.74
H: 2.07 1.90 0.94
H: 3.71 1.50 1.42
H: 2.02 -0.89 3.46
C: 3.98 2.46 7.53
Cl: 2.25 2.07 7.51
Cl: 4.26 4.05 8.30
Cl: 4.86 1.20 8.41
Cl: 4.60 2.56 5.87
C: -5.41 -4.89 0.06
Cl: -6.17 -6.37 -0.53
Cl: -3.67 -5.16 0.30
Cl: -5.64 -3.60 -1.13
Cl: -6.14 -4.42 1.60
C: -3.27 -7.81 -3.60
Cl: -1.96 -7.21 -4.65
Cl: -3.18 -9.57 -3.50
Cl: -3.09 -7.10 -1.99
Cl: -4.83 -7.33 -4.28
C: -2.12 6.20 0.00
Cl: -3.42 5.52 -1.00
Cl: -1.91 7.91 -0.40
Cl: -2.54 6.08 1.71
Cl: -0.62 5.33 -0.36
C: 3.17 1.91 12.45
Cl: 2.04 2.84 13.46
Cl: 2.40 0.39 12.00
Cl: 3.59 2.86 11.02
Cl: 4.64 1.58 13.38
C: 0.17 1.12 -6.31
Cl: -1.26 2.02 -5.78
Cl: -0.14 -0.61 -6.14
Cl: 0.52 1.50 -8.00
Cl: 1.55 1.59 -5.30
C: 1.66 -7.44 -7.15
Cl: 1.44 -9.07 -7.79
Cl: 0.40 -7.11 -5.95
Cl: 3.25 -7.32 -6.38
Cl: 1.55 -6.26 -8.47
C: 0.95 6.28 -4.42
Cl: 0.17 4.76 -4.89
Cl: 2.69 6.02 -4.21
Cl: 0.68 7.50 -5.67
Cl: 0.24 6.81 -2.90
C: 0.65 -3.53 8.43
Cl: 0.42 -1.78 8.29
Cl: -0.94 -4.32 8.48
Cl: 1.56 -4.13 7.04
Cl: 1.53 -3.89 9.92
C: -1.93 -0.03 11.95
Cl: -2.23 -1.42 13.01
Cl: -0.79 1.06 12.73
Cl: -1.25 -0.60 10.42
Cl: -3.46 0.82 11.65
C: 2.45 7.62 9.25
Cl: 2.67 7.05 7.58
Cl: 3.53 6.72 10.32
Cl: 2.83 9.35 9.34
Cl: 0.77 7.36 9.74
C: 0.91 -11.85 -4.39
Cl: 1.78 -12.46 -2.97
Cl: 0.84 -13.12 -5.62
Cl: -0.74 -11.39 -3.92
Cl: 1.75 -10.44 -5.04
C: -6.34 7.41 2.64
Cl: -5.01 7.86 1.57
Cl: -6.25 5.68 3.00
Cl: -6.23 8.34 4.14
Cl: -7.88 7.76 1.84
C: 1.91 5.13 3.79
Cl: 1.65 3.55 4.54
Cl: 2.87 6.13 4.89
Cl: 2.78 4.95 2.25
Cl: 0.35 5.90 3.50
C: 4.27 -1.33 -7.07
Cl: 5.91 -0.75 -7.37
Cl: 3.11 -0.24 -7.83
Cl: 4.09 -2.95 -7.76
Cl: 3.97 -1.40 -5.32
C: 7.58 5.65 6.97
Cl: 8.89 5.82 5.78
Cl: 7.61 4.01 7.63
Cl: 7.81 6.82 8.27
Cl: 6.03 5.94 6.18
C: 5.58 1.37 -11.07
Cl: 4.15 2.28 -10.54
Cl: 5.27 -0.36 -10.90
Cl: 5.93 1.75 -12.76
Cl: 6.97 1.82 -10.06
C: 2.11 13.63 9.77
Cl: 0.68 13.60 8.73
Cl: 1.63 13.36 11.45
Cl: 3.23 12.36 9.26
Cl: 2.90 15.21 9.63
C: -6.80 -12.04 -4.27
Cl: -8.26 -11.85 -5.25
Cl: -7.24 -12.68 -2.68
Cl: -5.70 -13.17 -5.07
Cl: -6.00 -10.47 -4.08
C: -7.68 -6.05 -6.69
Cl: -6.38 -5.46 -7.74
Cl: -7.59 -7.81 -6.57
Cl: -7.51 -5.34 -5.08
Cl: -9.24 -5.58 -7.38
C: -5.43 1.98 -5.83
Cl: -5.66 0.30 -5.32
Cl: -4.38 2.81 -4.66
Cl: -4.67 2.02 -7.42
Cl: -6.99 2.80 -5.90
C: -0.66 -3.22 -9.95
Cl: -0.17 -1.57 -9.52
Cl: 0.77 -4.14 -10.45
Cl: -1.41 -4.00 -8.56
Cl: -1.81 -3.16 -11.29

**HOMO energy**: -0.44235 Eh
**Total charge**: +1
**Gap between HOMO and LUMO**: 0.3608 hartree

Mulliken population analysis, charges in e, atoms 1 to 4: -0.524, 0.120, 0.331, -0.800

---

C31H18IrN7O11S3 | ωB97M-V/def2-TZVPD

Positions of all 71 atoms, in Å:
Ir: -1.07 0.12 0.61
O: 1.40 6.35 3.78
N: 1.46 6.33 2.57
O: 2.08 7.13 1.91
C: 0.71 5.26 1.83
C: 0.74 5.39 0.49
C: 0.05 4.44 -0.34
C: -0.04 4.63 -1.73
C: -0.78 3.74 -2.46
C: -1.37 2.65 -1.79
N: -1.22 2.42 -0.51
C: -0.55 3.33 0.24
C: -0.53 3.17 1.69
N: -1.11 2.06 2.20
C: -1.28 1.97 3.50
C: -0.82 2.96 4.39
C: -0.14 4.04 3.90
C: 0.03 4.18 2.51
H: 1.26 6.22 0.04
H: 0.45 5.48 -2.19
H: -0.91 3.85 -3.52
H: -1.99 1.94 -2.33
H: -1.77 1.07 3.85
H: -0.99 2.84 5.45
H: 0.25 4.78 4.57
O: -1.98 -0.63 3.04
N: -1.98 -1.92 3.19
C: -1.81 -2.44 4.42
C: -1.92 -3.79 4.65
C: -2.19 -4.63 3.57
C: -2.32 -4.08 2.32
C: -2.20 -2.70 2.09
S: -2.29 -2.00 0.54
H: -1.60 -1.71 5.18
H: -1.79 -4.17 5.65
H: -2.28 -5.70 3.71
H: -2.50 -4.70 1.45
O: 1.57 -2.84 3.40
S: 1.56 -2.83 1.97
O: 1.00 -3.95 1.28
N: 0.92 -1.41 1.44
C: 1.81 -0.63 0.90
S: 1.39 0.93 0.35
C: 3.18 -1.23 0.79
C: 4.31 -0.72 0.18
C: 5.44 -1.53 0.13
C: 5.43 -2.81 0.68
C: 4.30 -3.31 1.30
C: 3.19 -2.49 1.35
H: 4.29 0.27 -0.26
H: 6.33 -1.16 -0.36
H: 6.33 -3.42 0.61
H: 4.28 -4.31 1.72
O: -0.72 -0.50 -1.25
C: -1.80 -0.48 -1.98
O: -2.90 -0.07 -1.64
C: -1.55 -1.01 -3.37
C: -0.31 -1.52 -3.74
C: -0.15 -1.98 -5.03
C: -1.15 -1.95 -5.98
C: -2.36 -1.43 -5.57
C: -2.59 -0.97 -4.29
N: -3.46 -1.37 -6.57
O: -4.52 -0.92 -6.20
O: -3.22 -1.77 -7.69
N: 1.17 -2.53 -5.44
O: 1.30 -2.89 -6.59
O: 2.04 -2.58 -4.60
H: 0.49 -1.55 -3.02
H: -0.99 -2.30 -6.99
H: -3.55 -0.58 -3.99

**ΔE to the lowest compared entry with this formula, charge and spin**: 353.7 kJ/mol
**Multiplicity**: 2
**HOMO energy (spin up / spin down)**: -0.14975 / -0.14687 Eh
**⟨S²⟩**: 0.757
**Total charge**: -1
**Gap between HOMO and LUMO (spin up / spin down)**: 0.1814 / 0.1784 hartree

Mulliken population analysis, charges in e, atoms 1 to 4: 1.719, -0.645, 1.055, -0.655

---

C31H18IrN7O11S3 | ωB97M-V/def2-TZVPD

Positions of all 71 atoms, in Å:
Ir: -0.16 0.01 0.35
O: 6.44 -1.31 4.20
N: 5.88 -1.73 3.18
O: 6.38 -2.65 2.50
C: 4.66 -1.15 2.78
C: 4.20 -0.09 3.56
C: 3.01 0.59 3.27
C: 2.56 1.69 4.02
C: 1.41 2.33 3.63
C: 0.69 1.86 2.53
N: 1.07 0.78 1.83
C: 2.22 0.17 2.17
C: 2.70 -0.94 1.35
N: 1.92 -1.24 0.30
C: 2.28 -2.21 -0.53
C: 3.45 -2.93 -0.33
C: 4.26 -2.64 0.75
C: 3.92 -1.60 1.63
H: 4.80 0.22 4.40
H: 3.12 2.03 4.87
H: 1.03 3.20 4.16
H: -0.20 2.37 2.20
H: 1.62 -2.39 -1.37
H: 3.71 -3.73 -1.01
H: 5.17 -3.20 0.91
O: -0.28 1.96 -0.14
N: -0.55 2.26 -1.42
C: -1.42 3.28 -1.58
C: -1.76 3.75 -2.81
C: -1.17 3.13 -3.93
C: -0.30 2.09 -3.75
C: 0.06 1.61 -2.46
S: 1.14 0.36 -2.18
H: -1.81 3.66 -0.64
H: -2.46 4.57 -2.90
H: -1.42 3.46 -4.93
H: 0.15 1.59 -4.59
O: -6.03 -1.67 -0.20
S: -5.19 -1.98 0.91
O: -5.10 -3.35 1.33
N: -3.68 -1.38 0.67
C: -3.38 -0.44 1.51
S: -1.96 0.48 1.70
C: -4.47 -0.12 2.51
C: -4.50 0.80 3.54
C: -5.64 0.87 4.33
C: -6.74 0.05 4.09
C: -6.71 -0.88 3.05
C: -5.57 -0.93 2.29
H: -3.64 1.43 3.73
H: -5.68 1.59 5.14
H: -7.61 0.13 4.72
H: -7.55 -1.53 2.86
O: -0.69 -2.21 0.66
C: -1.32 -2.09 -0.42
O: -1.35 -0.97 -1.00
C: -2.01 -3.25 -1.05
C: -2.39 -4.32 -0.25
C: -3.08 -5.37 -0.84
C: -3.38 -5.40 -2.19
C: -2.96 -4.32 -2.94
C: -2.29 -3.24 -2.41
N: -3.25 -4.33 -4.39
O: -2.81 -3.42 -5.06
O: -3.96 -5.22 -4.81
N: -3.50 -6.50 -0.01
O: -4.23 -7.33 -0.52
O: -3.14 -6.51 1.15
H: -2.18 -4.32 0.81
H: -3.92 -6.22 -2.63
H: -2.00 -2.40 -3.02

**ΔE to the lowest compared entry with this formula, charge and spin**: 185.5 kJ/mol
**Multiplicity**: 2
**HOMO energy (spin up / spin down)**: -0.11761 / -0.19716 Eh
**⟨S²⟩**: 0.787
**Total charge**: -1
**Gap between HOMO and LUMO (spin up / spin down)**: 0.1577 / 0.2372 hartree

Mulliken population analysis, charges in e, atoms 1 to 4: 1.478, -0.765, 1.004, -0.752

---

C31H19BrF6N6O7S2Ta | ωB97M-V/def2-TZVPD

Positions of all 73 atoms, in Å:
Ta: -1.24 -0.42 -0.71
O: -2.87 0.45 -1.10
C: -4.21 0.45 -0.95
C: -4.98 1.35 -1.66
C: -6.35 1.32 -1.52
C: -6.97 0.40 -0.68
C: -6.19 -0.49 0.03
C: -4.80 -0.48 -0.11
C: -4.01 -1.51 0.54
N: -2.75 -1.66 0.40
N: -2.24 -2.81 1.04
C: -1.06 -3.02 0.59
O: -0.56 -2.20 -0.36
C: -0.23 -4.15 1.02
C: 1.16 -4.04 0.93
C: 1.95 -5.11 1.30
C: 1.36 -6.29 1.73
C: -0.02 -6.40 1.81
C: -0.82 -5.32 1.45
H: -4.49 2.07 -2.31
H: -6.96 2.03 -2.08
H: -8.05 0.38 -0.58
H: -6.65 -1.22 0.69
H: -4.52 -2.23 1.16
H: 1.61 -3.12 0.58
H: 3.03 -5.03 1.25
H: 1.98 -7.14 2.00
H: -0.48 -7.33 2.13
H: -1.90 -5.39 1.50
Br: 7.27 1.84 0.52
C: 5.77 2.82 1.11
C: 4.86 2.23 1.96
C: 3.75 2.95 2.39
C: 3.58 4.27 1.98
C: 4.54 4.86 1.17
C: 5.63 4.14 0.70
N: 2.56 5.23 2.41
N: 1.36 4.97 2.59
C: 0.77 3.70 2.22
C: 0.28 2.88 3.18
C: -0.35 1.65 2.86
C: -0.49 1.32 1.55
O: -1.03 0.16 1.08
C: -0.13 2.22 0.54
N: -0.49 1.86 -0.74
C: -0.19 2.68 -1.72
C: 0.50 3.89 -1.51
C: 0.86 4.25 -0.25
C: 0.52 3.41 0.84
H: 5.01 1.22 2.30
H: 3.07 2.49 3.09
H: 4.42 5.91 0.90
H: 6.36 4.60 0.06
H: 0.40 3.16 4.22
H: -0.69 0.97 3.63
H: -0.50 2.39 -2.71
H: 0.73 4.51 -2.36
H: 1.38 5.18 -0.07
F: -1.77 -4.02 -4.07
C: -1.31 -3.53 -2.93
F: -0.48 -4.37 -2.35
F: -2.32 -3.25 -2.13
S: -0.37 -1.95 -3.40
O: -1.24 -0.85 -2.73
O: -0.36 -1.95 -4.82
N: 1.02 -1.97 -2.67
S: 1.50 -0.55 -2.13
O: 1.11 0.54 -2.99
O: 1.16 -0.34 -0.69
C: 3.33 -0.65 -2.26
F: 3.79 0.47 -1.73
F: 3.65 -0.74 -3.53
F: 3.78 -1.70 -1.59

**ΔE to the lowest compared entry with this formula, charge and spin**: 80.8 kJ/mol
**HOMO energy**: -0.39772 Eh
**Total charge**: +1
**Gap between HOMO and LUMO**: 0.2550 hartree

Mulliken population analysis, charges in e, atoms 1 to 4: 2.221, -0.357, 0.284, -0.829

---

C31H19Cl5N5O2PdS | ωB97M-V/def2-TZVPD

Positions of all 64 atoms, in Å:
Pd: 0.30 0.58 -0.07
C: -1.35 -0.64 3.71
C: -0.60 0.12 4.59
C: 0.50 0.83 4.12
C: 0.85 0.76 2.78
C: 0.06 0.03 1.92
C: -1.04 -0.68 2.36
C: 2.04 1.35 2.20
C: 3.13 1.81 2.95
C: 4.26 2.23 2.31
C: 4.33 2.19 0.90
C: 5.50 2.54 0.19
C: 5.53 2.44 -1.17
C: 4.38 2.03 -1.88
C: 3.23 1.72 -1.22
C: 3.18 1.76 0.18
N: 2.06 1.36 0.87
H: -2.20 -1.21 4.07
H: -0.85 0.15 5.64
H: 1.09 1.43 4.81
H: -1.63 -1.28 1.68
H: 3.07 1.82 4.02
H: 5.11 2.58 2.87
H: 6.36 2.87 0.74
H: 6.44 2.67 -1.71
H: 4.42 1.95 -2.96
H: 2.34 1.42 -1.76
N: 4.36 3.43 -6.13
C: 3.35 2.70 -5.55
C: 2.45 3.32 -4.67
C: 1.45 2.58 -4.06
C: 1.34 1.22 -4.33
C: 2.23 0.59 -5.20
C: 3.22 1.33 -5.82
S: 0.14 0.28 -3.47
O: -0.14 -0.94 -4.17
O: -0.93 1.17 -3.12
N: 0.86 -0.07 -2.02
C: 1.48 -1.24 -1.70
N: 2.10 -2.01 -2.58
C: 2.66 -3.12 -2.10
C: 2.66 -3.45 -0.75
C: 2.03 -2.57 0.10
N: 1.43 -1.47 -0.36
H: 4.37 4.43 -6.05
H: 4.93 3.02 -6.85
H: 2.54 4.38 -4.47
H: 0.74 3.05 -3.40
H: 2.11 -0.47 -5.39
H: 3.90 0.86 -6.51
H: 3.15 -3.75 -2.83
H: 3.13 -4.34 -0.37
H: 1.98 -2.74 1.17
Cl: 1.18 4.14 -0.16
C: -0.46 3.63 -0.30
C: -0.76 2.29 -0.30
C: -2.05 1.87 -0.45
Cl: -2.25 0.15 -0.44
C: -3.10 2.75 -0.60
Cl: -4.69 2.16 -0.81
C: -2.81 4.12 -0.57
Cl: -4.08 5.25 -0.73
C: -1.49 4.55 -0.41
Cl: -1.15 6.23 -0.36

**ΔE to the lowest compared entry with this formula, charge and spin**: 0.0 kJ/mol
**HOMO energy**: -0.37967 Eh
**Total charge**: +1
**Gap between HOMO and LUMO**: 0.1878 hartree

Mulliken population analysis, charges in e, atoms 1 to 4: -1.248, -0.733, -0.814, -0.815

---

C31H19F9IMnN3OPSe | ωB97M-V/def2-TZVPD

Positions of all 67 atoms, in Å:
Mn: -0.80 0.59 -0.08
I: 1.05 -1.54 0.37
C: 2.32 -2.76 1.78
C: 1.73 -3.72 2.53
C: 2.60 -4.54 3.29
C: 3.95 -4.36 3.25
C: 4.53 -3.34 2.46
C: 5.93 -3.15 2.35
C: 6.47 -2.19 1.53
C: 5.64 -1.34 0.79
C: 4.27 -1.48 0.90
P: 3.22 -0.30 0.06
C: 3.57 -0.27 -1.68
C: 4.00 0.89 -2.34
C: 4.40 0.80 -3.66
C: 4.37 -0.43 -4.32
C: 3.92 -1.57 -3.66
C: 3.53 -1.51 -2.34
C: 3.13 1.23 1.00
C: 4.29 2.03 0.96
C: 4.37 3.15 1.77
C: 3.33 3.48 2.62
C: 2.19 2.69 2.66
C: 2.08 1.57 1.86
C: 3.69 -2.48 1.70
H: 0.67 -3.89 2.55
H: 2.16 -5.33 3.89
H: 4.60 -5.01 3.82
H: 6.59 -3.80 2.92
H: 7.55 -2.08 1.45
H: 6.07 -0.59 0.14
H: 4.03 1.84 -1.82
H: 4.73 1.69 -4.17
H: 4.70 -0.48 -5.35
H: 3.89 -2.52 -4.19
H: 3.17 -2.39 -1.83
H: 5.11 1.77 0.31
H: 5.26 3.76 1.73
H: 3.41 4.34 3.27
H: 1.38 2.94 3.34
H: 1.19 0.96 1.93
Se: -3.78 3.09 -0.76
N: -2.93 4.28 -1.65
C: -1.63 3.99 -1.68
C: -0.57 4.68 -2.31
C: 0.69 4.16 -2.14
C: 0.91 2.99 -1.39
N: -0.05 2.30 -0.79
C: -1.30 2.81 -0.95
N: -2.31 2.17 -0.38
H: -0.75 5.57 -2.90
H: 1.54 4.65 -2.59
H: 1.92 2.61 -1.27
F: -4.29 -0.49 -1.09
C: -4.18 -0.83 0.20
F: -5.17 -1.63 0.53
F: -4.27 0.31 0.93
C: -2.78 -1.49 0.44
O: -1.81 -0.86 -0.29
C: -2.41 -1.37 1.97
F: -3.40 -1.53 2.80
F: -1.42 -2.21 2.30
F: -1.87 -0.11 2.18
C: -2.80 -3.00 0.03
F: -3.33 -3.14 -1.17
F: -3.45 -3.74 0.91
F: -1.51 -3.44 -0.03

**ΔE to the lowest compared entry with this formula, charge and spin**: 0.0 kJ/mol
**Multiplicity**: 4
**HOMO energy (spin up / spin down)**: -0.62698 / -0.62668 Eh
**⟨S²⟩**: 4.178
**Total charge**: +3
**Gap between HOMO and LUMO (spin up / spin down)**: 0.2290 / 0.2365 hartree

Mulliken population analysis, charges in e, atoms 1 to 4: 0.862, 0.269, 0.600, -0.164

---

Quick rundown of E, same order as above: -1161415.029 -100729.467 -100731.210 -165293.753 -120920.453 -177458.746 eV